1.
{"formula": "C4H14N", "method": "ωB97M-V with the def2-TZVPD basis set", "symbols": ["C", "C", "C", "N", "H", "H", "H", "H", "H", "H", "H", "H", "H", "H", "C", "H", "H", "H", "H"], "coordinates": [[0.554, -0.863, 0.419], [0.992, -0.315, -0.941], [1.785, -1.364, -1.707], [0.334, 0.289, 1.389], [-0.385, -1.408, 0.381], [1.323, -1.483, 0.877], [1.604, 0.573, -0.764], [0.093, 0.019, -1.461], [2.608, -1.703, -1.075], [1.226, -2.270, -1.927], [2.149, -0.976, -2.650], [1.239, 0.726, 1.588], [-0.305, 0.984, 0.985], [-0.059, -0.012, 2.272], [-2.634, 1.527, 0.511], [-2.895, 0.512, 0.796], [-2.226, 1.660, -0.488], [-1.891, 1.943, 1.200], [-3.511, 2.160, 0.594]], "forces_ev_per_angstrom": [[0.04, 0.21, 0.10], [-0.37, -0.15, 0.46], [-0.02, -0.21, 0.27], [0.33, -0.01, -0.40], [0.04, -0.09, -0.06], [-0.04, -0.07, -0.02], [0.16, -0.01, -0.12], [0.09, 0.00, -0.23], [0.27, 0.18, -0.25], [-0.38, 0.07, -0.02], [0.19, 0.08, -0.03], [-0.21, 0.14, -0.05], [0.09, -0.04, 0.06], [-0.17, -0.17, 0.27], [0.36, 0.57, 0.21], [0.07, -0.12, -0.27], [-0.16, -0.44, -0.19], [-0.22, 0.05, 0.22], [-0.09, 0.00, 0.04]], "homo_ev": -16.1, "energy_ev": -5858.611, "total_charge": 1, "relative_energy_ev": 0.243}



2.
{"formula": "C3H2ClN3", "method": "ωB97M-V with the def2-TZVPD basis set", "symbols": ["Cl", "C", "C", "N", "N", "C", "N", "H", "H"], "coordinates": [[-2.678, -0.046, -0.084], [-1.026, -0.025, 0.027], [-0.302, 1.182, 0.033], [0.979, 1.166, -0.075], [1.656, -0.009, -0.083], [0.996, -1.101, -0.103], [-0.409, -1.205, 0.108], [-0.662, 2.151, 0.222], [1.446, -2.112, -0.045]], "forces_ev_per_angstrom": [[-1.82, 0.21, 0.15], [1.99, -2.04, 0.52], [0.28, -0.90, -0.10], [1.72, -0.39, 0.75], [0.88, 1.14, -1.35], [-3.35, -1.95, 2.22], [1.22, 1.93, -1.66], [-1.18, 0.94, -0.25], [0.26, 1.06, -0.30]], "smiles": "Clc1cnncn1", "homo_ev": -9.9, "energy_ev": -20134.275, "total_charge": 0, "relative_energy_ev": 0.522}



3.
{"formula": "C4H6N2O", "method": "ωB97M-V with the def2-TZVPD basis set", "symbols": ["C", "C", "N", "C", "C", "O", "N", "H", "H", "H", "H", "H", "H"], "coordinates": [[2.150, -0.282, 0.221], [0.720, -0.143, -0.186], [0.112, -0.780, -1.141], [-1.238, -0.495, -0.984], [-1.417, 0.319, 0.087], [-2.498, 0.842, 0.710], [-0.162, 0.556, 0.614], [2.807, -0.324, -0.647], [2.263, -1.222, 0.773], [2.479, 0.525, 0.885], [-1.983, -0.909, -1.646], [-3.284, 0.437, 0.326], [0.117, 1.458, 0.958]], "forces_ev_per_angstrom": [[0.12, -0.03, -0.08], [0.14, -0.14, -0.14], [0.12, -0.04, 0.33], [-0.21, -0.02, -0.04], [0.35, -0.10, -0.24], [-0.08, 0.08, -0.12], [-0.20, 0.03, -0.24], [-0.07, 0.02, 0.03], [0.04, 0.12, -0.06], [-0.12, -0.07, -0.18], [0.01, -0.02, 0.08], [0.04, 0.13, 0.05], [-0.16, 0.03, 0.59]], "smiles": "Cc1ncc(O)[nH]1", "homo_ev": -8.1, "energy_ev": -9272.734, "total_charge": 0, "relative_energy_ev": 0.768}



4.
{"formula": "C3H4F3NO3", "method": "ωB97M-V with the def2-TZVPD basis set", "symbols": ["C", "O", "N", "O", "C", "O", "C", "F", "F", "F", "H", "H", "H", "H"], "coordinates": [[-0.954, 0.900, -0.101], [0.577, 0.660, -0.120], [1.269, -0.631, -0.082], [0.552, -1.646, -0.068], [2.622, -0.770, -0.102], [3.113, -2.006, -0.006], [3.508, 0.436, -0.014], [4.760, 0.165, -0.376], [3.565, 0.926, 1.245], [3.076, 1.435, -0.785], [-1.436, 0.068, -0.608], [-1.019, 1.829, -0.648], [-1.255, 0.976, 0.937], [2.349, -2.619, 0.043]], "forces_ev_per_angstrom": [[2.28, -2.02, 0.07], [1.21, 0.46, -0.03], [0.07, 0.09, -0.20], [-0.21, -0.42, 0.08], [-3.34, 1.45, 0.17], [-0.09, 0.10, -0.04], [0.25, 0.55, 0.29], [0.05, -0.41, -0.08], [-0.08, -0.23, -0.04], [-0.13, -0.07, -0.16], [-0.11, 0.08, 0.00], [0.06, 0.07, -0.04], [-0.02, 0.03, 0.02], [0.07, 0.32, -0.05]], "smiles": "CO/[N+]([O-])=C(/O)C(F)(F)F", "homo_ev": -8.9, "energy_ev": -18956.486, "total_charge": 0, "relative_energy_ev": 4.489}



5.
{"formula": "C4H7NO2", "method": "ωB97M-V with the def2-TZVPD basis set", "symbols": ["O", "C", "C", "C", "O", "C", "N", "H", "H", "H", "H", "H", "H", "H"], "coordinates": [[-2.418, 0.798, -0.515], [-1.298, 0.613, -0.939], [-0.174, 0.130, -0.083], [1.236, 0.288, -0.623], [2.153, -0.622, -0.064], [-0.558, -1.003, 0.809], [-0.306, 0.315, 1.360], [-1.059, 0.768, -2.011], [1.556, 1.326, -0.441], [1.247, 0.125, -1.706], [2.213, -0.415, 0.879], [0.190, -1.757, 1.026], [-1.588, -1.347, 0.753], [-1.193, 0.780, 1.554]], "forces_ev_per_angstrom": [[0.52, 0.03, -0.19], [-0.37, 0.03, 0.18], [0.07, 0.09, -0.17], [-0.18, 0.17, -0.20], [0.03, 0.07, 0.27], [-0.05, -0.35, 0.05], [-0.15, 0.08, 0.07], [-0.06, 0.00, 0.11], [-0.04, -0.13, -0.06], [-0.02, -0.05, 0.15], [0.05, -0.05, -0.11], [-0.07, 0.10, -0.03], [0.16, 0.08, -0.03], [0.10, -0.06, -0.03]], "smiles": "O=C[C@]1(CO)CN1", "homo_ev": -10.1, "energy_ev": -9845.013, "total_charge": 0, "relative_energy_ev": 2.267}



6.
{"formula": "C4H2", "method": "ωB97M-V with the def2-TZVPD basis set", "symbols": ["C", "C", "C", "C", "H", "H"], "coordinates": [[-0.018, 2.095, 0.674], [-0.032, 0.894, 0.317], [-0.346, -0.900, 0.233], [0.402, -0.233, -0.546], [-1.058, -1.526, 0.675], [1.051, -0.331, -1.353]], "forces_ev_per_angstrom": [[-0.15, 0.96, 0.47], [-0.08, -3.77, -0.92], [0.33, 2.85, -0.02], [-0.53, 0.53, 1.14], [-0.52, -0.57, 0.56], [0.94, -0.01, -1.22]], "homo_ev": -9.3, "energy_ev": -4172.809, "total_charge": 0, "relative_energy_ev": 3.624}